Entry 1:
The following is a DFT calculation (ωB97M-V with the def2-TZVPD basis set) of N2 in the gas phase in a non-equilibrium geometry.

Output
SMILES = N#N
E_HOMO = -14.7 eV

Structure (XYZ):
```
2
N2, DFT ωB97M-V with the def2-TZVPD basis set
N -0.03 -0.19 0.54
N 0.03 0.19 -0.54
```

Entry 2:
The following is a DFT calculation (ωB97M-V with the def2-TZVPD basis set) of C2H7BO2 in the gas phase in a non-equilibrium geometry.

Output
SMILES = CCB(O)O
E_HOMO = -10.2 eV

Structure (XYZ):
```
12
C2H7BO2, DFT ωB97M-V with the def2-TZVPD basis set
O 1.36 -0.01 -1.66
O 0.03 -1.99 -0.68
B 0.39 -0.66 -0.85
C -0.10 0.94 1.25
C -0.54 0.36 -0.01
H 1.90 -0.73 -2.03
H -0.74 -2.11 -0.09
H -0.95 1.50 1.57
H 0.13 0.18 1.99
H 0.76 1.64 1.17
H -0.77 1.13 -0.71
H -1.48 -0.26 0.05
```

Entry 3:
The following is a DFT calculation (ωB97M-V with the def2-TZVPD basis set) of a molecular structure, H2NaO in a non-equilibrium geometry.

Output
E_HOMO = -17.6 eV
total charge = +1

Structure (XYZ):
```
4
H2NaO, DFT ωB97M-V with the def2-TZVPD basis set
O 0.22 0.17 0.02
H 0.78 -0.61 0.26
H 0.63 0.92 0.50
Na -1.64 -0.48 -0.78
```

Entry 4:
The following is a DFT calculation (ωB97M-V with the def2-TZVPD basis set) of 18 unconnected molecules or ions with the total composition H35O18 in a non-equilibrium geometry.

Output
E_HOMO = -6.0 eV
total charge = -1

Structure (XYZ):
```
53
H35O18, DFT ωB97M-V with the def2-TZVPD basis set
O -0.21 -3.69 1.97
H -0.68 -4.44 2.35
H -0.29 -3.82 0.98
O 2.50 3.32 1.92
H 3.32 3.24 2.40
O -3.18 3.25 0.63
H -2.82 2.53 1.16
H -3.06 4.13 0.99
O 1.99 -2.69 -3.29
H 1.51 -2.49 -2.41
H 1.69 -3.61 -3.37
O -2.44 1.73 3.89
H -2.13 2.62 4.01
H -1.64 1.21 3.98
O 2.61 -0.86 -5.78
H 3.10 -0.83 -4.94
H 1.93 -1.47 -5.45
O 5.26 2.23 -0.25
H 5.18 1.49 -0.85
H 5.47 1.84 0.61
O 0.94 -1.72 -1.17
H -2.11 -0.40 0.32
H -1.39 3.94 0.00
O 3.31 1.32 4.37
H 2.77 2.12 4.32
H 3.66 1.12 3.50
O -1.42 3.66 -3.91
H -2.13 3.85 -3.29
H -1.73 2.85 -4.33
O -1.20 -4.20 -3.38
H -0.75 -4.05 -2.52
H -0.76 -4.98 -3.73
O -2.34 -2.08 -5.22
H -2.02 -1.97 -4.32
H -1.55 -2.36 -5.68
O -0.71 4.57 0.33
H 2.72 3.02 1.03
H -0.79 4.21 1.23
O -1.00 -3.18 -0.40
H 0.13 -2.20 -0.80
H -1.95 -3.09 -0.41
O -0.41 -1.08 2.84
H -0.35 -2.04 2.63
H 0.39 -0.70 2.48
O -1.28 0.00 0.65
H 1.48 -1.10 -0.73
H -1.15 -0.78 1.26
O -0.35 2.76 2.48
H 0.58 2.98 2.44
H -0.73 1.91 2.21
O -2.94 -1.84 2.89
H -2.63 -1.67 3.77
H -2.41 -2.59 2.61
```

Entry 5:
The following is a DFT calculation (ωB97M-V with the def2-TZVPD basis set) of 7 unconnected molecules or ions with the total composition C39H82N7O7 in a non-equilibrium geometry.

Output
E_HOMO (spin up / spin down) = -8.8 / -9.2 eV
multiplicity = 4
expectation value of S² = 3.77

Structure (XYZ):
```
135
C39H82N7O7, DFT ωB97M-V with the def2-TZVPD basis set
C -0.43 -3.86 -3.94
O -0.97 -3.01 -3.27
N -0.62 -5.22 -3.82
C 0.13 -6.17 -4.53
C -1.70 -5.72 -3.01
H 0.43 -3.59 -4.58
H 1.01 -5.64 -4.90
H -0.38 -6.51 -5.43
H 0.36 -6.99 -3.84
H -2.49 -6.06 -3.67
H -1.40 -6.49 -2.30
H -2.02 -5.02 -2.25
C 5.23 -1.33 -6.87
O 5.00 -2.37 -7.46
N 4.70 -0.96 -5.66
C 5.02 0.38 -5.06
C 4.00 -1.88 -4.79
H 5.93 -0.60 -7.30
H 5.28 0.17 -4.02
H 4.14 1.01 -4.97
H 5.75 1.01 -5.57
H 3.60 -2.75 -5.32
H 4.62 -2.14 -3.93
H 3.15 -1.32 -4.41
C -1.41 -3.04 1.30
O -2.27 -2.39 1.86
N -0.95 -4.23 1.65
C 0.00 -4.99 0.85
C -1.36 -4.92 2.93
H -0.92 -2.76 0.35
H -0.04 -6.08 0.85
H 1.02 -4.69 1.09
H -0.18 -4.61 -0.16
H -2.08 -5.68 2.60
H -0.67 -5.50 3.55
H -1.83 -4.23 3.63
C 2.66 0.17 -1.46
O 3.53 0.33 -0.58
N 1.38 -0.02 -1.20
C 0.27 -0.09 -2.23
C 0.81 0.05 0.12
H 2.86 0.25 -2.54
H -0.49 -0.84 -2.04
H 0.75 -0.32 -3.18
H -0.26 0.86 -2.29
H 0.44 1.07 0.20
H 0.05 -0.73 0.15
H 1.64 -0.10 0.81
C 1.22 -0.88 6.70
C 1.45 -1.46 5.28
C 2.91 -1.03 4.81
C 3.98 -1.87 5.50
C 3.66 -3.31 5.26
C 2.30 -3.73 5.77
N 1.25 -2.90 5.24
O -0.15 -3.37 5.66
C 2.33 -5.14 5.17
C 2.51 -3.96 7.29
C 0.46 -0.68 4.37
H 2.12 -1.14 7.27
H 0.33 -1.22 7.22
H 1.14 0.21 6.70
H 2.90 -1.13 3.72
H 3.11 0.01 5.03
H 4.02 -1.64 6.57
H 4.96 -1.51 5.19
H 4.47 -3.89 5.70
H 3.66 -3.49 4.18
H 2.22 -5.08 4.09
H 3.18 -5.78 5.40
H 1.47 -5.65 5.61
H 2.97 -3.11 7.79
H 1.58 -4.20 7.81
H 2.96 -4.92 7.53
H -0.59 -0.71 4.63
H 0.51 -1.03 3.34
H 0.71 0.39 4.37
C 3.11 3.15 1.82
C 1.92 4.15 1.51
C 2.26 4.86 0.17
C 1.16 5.63 -0.54
C -0.06 4.74 -0.68
C -0.55 4.07 0.67
N 0.58 3.43 1.45
O 0.09 2.97 2.70
C -1.44 5.06 1.39
C -1.59 2.99 0.25
C 2.02 5.31 2.59
H 4.09 3.46 1.45
H 2.94 2.23 1.26
H 3.22 2.92 2.88
H 3.06 5.57 0.35
H 2.76 4.17 -0.50
H 1.45 5.94 -1.55
H 1.07 6.61 -0.06
H 0.13 3.92 -1.37
H -0.91 5.23 -1.15
H -1.87 4.66 2.31
H -0.98 6.03 1.60
H -2.31 5.26 0.77
H -2.47 3.35 -0.28
H -1.13 2.38 -0.52
H -1.94 2.54 1.19
H 1.44 6.20 2.35
H 3.08 5.56 2.67
H 1.71 4.81 3.51
C -2.20 2.95 -4.13
C -3.70 2.58 -3.80
C -3.63 1.16 -3.32
C -4.93 0.61 -2.76
C -5.34 1.46 -1.63
C -5.51 3.01 -1.93
N -4.27 3.40 -2.71
O -4.04 4.78 -2.85
C -6.85 3.20 -2.67
C -5.66 3.71 -0.54
C -4.41 2.72 -5.16
H -1.62 3.12 -3.22
H -2.15 3.80 -4.81
H -1.71 2.13 -4.64
H -3.31 0.46 -4.09
H -2.80 1.10 -2.61
H -4.79 -0.43 -2.47
H -5.74 0.55 -3.49
H -4.56 1.42 -0.87
H -6.20 0.95 -1.22
H -6.88 4.09 -3.29
H -6.99 2.42 -3.42
H -7.74 3.21 -2.03
H -4.74 3.69 0.03
H -5.78 4.78 -0.70
H -6.42 3.39 0.17
H -5.48 2.51 -5.12
H -3.99 2.08 -5.92
H -4.33 3.71 -5.62
```

Relative energy (zero: lowest compared OMol25 entry of this formula, charge and spin) in kJ/mol, matching the order above: 19.22 9.13 5.59 106.41 0.00